This record from the OMol25 dataset describes a cluster of 7 separate species, C31H74BN7O9 in total. The level of theory is ωB97M-V/def2-TZVPD.

frontier orbital gap: 7.950 eV
LUMO level: -1.01 eV
SMILES: CC1=CC(=O)C=C(B(N)O)C1=O.COC[C@@H](C)N.COC[C@@H](C)N.COC[C@@H](C)N.COC[C@@H](C)N.COC[C@@H](C)N.COC[C@@H](C)N
charge: 0
energy: -62880.195 eV

XYZ file:
```
122
Properties=species:S:1:pos:R:3:forces:R:3
C -1.5856 1.0144 3.2511 -0.1 0.0 0.2
C -1.6879 0.3961 1.9109 -0.2 0.4 -0.6
C -2.2139 0.9661 0.8134 0.3 -0.2 0.9
C -2.2517 0.1900 -0.4324 0.3 0.4 -1.0
O -2.0654 0.6848 -1.5370 -0.4 -0.3 0.7
C -2.4478 -1.2654 -0.2408 0.1 -0.5 0.6
C -1.8846 -1.8660 0.8226 -0.3 0.2 -0.5
B -2.0137 -3.4050 1.0912 0.3 -0.4 -0.4
N -1.0327 -4.1334 1.7985 -0.6 0.6 0.7
O -3.1259 -4.0729 0.5688 0.1 -0.1 0.4
C -1.1352 -0.9818 1.7389 0.8 -0.1 0.2
O -0.1044 -1.3300 2.3015 -0.7 0.2 -0.1
H -0.6543 0.7447 3.7337 0.3 0.1 0.0
H -2.3836 0.6180 3.8784 -0.2 -0.1 0.1
H -1.7157 2.0867 3.2232 0.1 0.2 0.0
H -2.5979 1.9732 0.8205 0.1 0.3 -0.1
H -3.0162 -1.8230 -0.9669 0.1 -0.1 -0.3
H -0.4073 -3.5721 2.3619 0.3 0.0 -0.2
H -1.4067 -4.8957 2.3461 0.2 -0.4 -0.3
H -3.8984 -3.8679 1.1012 -0.3 0.0 -0.3
C -2.6477 4.7982 4.3400 0.0 -0.1 -0.1
O -3.3990 3.6047 4.4593 0.0 0.1 -0.1
C -3.8340 3.2843 5.7652 0.0 -0.1 0.1
C -5.0963 4.0193 6.2301 0.0 0.1 -0.1
C -4.8647 5.4778 6.6122 0.0 0.0 0.1
N -6.1848 3.9502 5.2531 0.1 -0.1 0.0
H -2.0217 4.9615 5.2224 0.0 0.0 0.0
H -3.2847 5.6719 4.1850 0.0 0.0 0.1
H -2.0022 4.6904 3.4681 0.0 0.0 0.0
H -4.0580 2.2146 5.7355 0.0 0.0 0.0
H -3.0119 3.4273 6.4797 0.0 0.1 0.0
H -5.4338 3.4951 7.1293 0.0 0.0 0.0
H -4.7877 6.1154 5.7319 0.0 0.0 0.0
H -5.7034 5.8445 7.2017 0.0 0.0 0.0
H -3.9548 5.5958 7.2032 0.0 0.0 0.0
H -6.4397 2.9811 5.0899 -0.1 0.0 0.1
H -5.8313 4.2809 4.3601 0.0 0.1 0.0
C 1.9197 3.4103 4.6330 -0.1 0.0 0.0
O 1.5413 2.3484 3.7839 -0.1 0.0 0.1
C 2.3670 2.1283 2.6559 -0.1 -0.1 -0.2
C 3.6298 1.3143 2.9376 0.1 -0.1 0.2
C 4.7294 2.0945 3.6497 0.1 0.0 0.0
N 3.3506 0.0844 3.6848 -0.1 0.0 -0.1
H 2.3557 4.2373 4.0638 0.0 0.0 0.0
H 2.6290 3.0923 5.4018 0.0 0.0 0.0
H 1.0167 3.7648 5.1313 0.0 0.0 0.0
H 1.7482 1.5529 1.9618 0.0 0.0 0.0
H 2.6088 3.0797 2.1685 0.1 0.1 0.0
H 4.0158 1.0200 1.9588 0.0 0.0 -0.1
H 4.5240 2.1941 4.7159 0.0 0.0 0.0
H 5.6801 1.5709 3.5540 0.0 0.0 0.0
H 4.8455 3.0931 3.2246 0.0 0.0 0.0
H 2.7118 -0.5002 3.1529 0.0 0.0 0.0
H 2.8329 0.3351 4.5219 0.0 0.0 0.0
C -1.7588 -9.6488 1.3292 0.0 0.0 0.1
O -2.7219 -8.6342 1.5272 0.0 -0.1 0.0
C -2.7619 -7.6258 0.5344 0.0 0.2 0.0
C -3.5412 -7.9909 -0.7325 0.0 -0.1 0.0
C -2.8061 -8.9468 -1.6671 0.0 0.0 0.0
N -4.8690 -8.5394 -0.4417 0.0 0.1 0.1
H -0.8488 -9.2468 0.8731 0.0 0.0 0.0
H -2.1389 -10.4637 0.7078 0.0 0.0 0.0
H -1.5090 -10.0552 2.3088 0.0 0.0 0.0
H -3.2643 -6.7780 1.0033 0.0 0.0 0.0
H -1.7435 -7.2985 0.2862 0.0 0.0 -0.1
H -3.6873 -7.0511 -1.2728 0.0 0.1 0.0
H -2.8560 -9.9753 -1.3101 0.0 0.0 0.0
H -3.2643 -8.9271 -2.6549 0.0 0.0 0.0
H -1.7557 -8.6699 -1.7727 0.0 0.0 0.0
H -5.4151 -7.8533 0.0699 0.0 0.0 -0.1
H -4.7541 -9.3142 0.2050 0.0 -0.1 0.0
C -0.6480 -3.5736 -6.2709 0.1 -0.1 0.0
O 0.2565 -3.3946 -5.2015 -0.1 -0.1 0.0
C 0.2008 -2.1301 -4.5721 0.2 0.1 0.1
C -0.9282 -1.9421 -3.5578 -0.1 -0.1 0.0
C -2.2955 -1.7273 -4.1930 -0.1 0.0 0.0
N -1.0229 -3.0305 -2.5797 0.2 -0.1 0.0
H -0.7826 -2.6446 -6.8345 0.0 0.0 0.0
H -1.6251 -3.9271 -5.9305 0.0 0.1 0.0
H -0.2234 -4.3273 -6.9335 0.0 0.0 0.0
H 1.1546 -2.0373 -4.0435 0.0 0.0 0.0
H 0.1632 -1.3314 -5.3224 0.0 0.0 0.0
H -0.6873 -1.0302 -3.0047 0.0 0.0 0.0
H -2.7313 -2.6666 -4.5378 0.0 0.0 0.0
H -2.9788 -1.2959 -3.4626 0.0 0.0 0.0
H -2.2314 -1.0410 -5.0385 0.0 0.0 0.0
H -0.1568 -3.0971 -2.0519 0.0 0.1 0.0
H -1.0863 -3.9150 -3.0752 -0.1 0.0 -0.1
C 0.0795 1.6152 -6.0265 -0.1 -0.1 0.0
O -0.0246 1.1467 -4.6978 -0.1 0.1 0.0
C 1.1578 1.2364 -3.9339 0.1 -0.1 0.1
C 1.4285 2.6148 -3.3242 -0.1 0.2 -0.1
C 1.9042 3.6574 -4.3328 0.1 0.0 0.0
N 0.2748 3.1447 -2.5962 0.1 -0.1 0.1
H 1.0668 1.3996 -6.4477 0.0 0.0 0.0
H -0.1163 2.6879 -6.1012 0.1 0.0 0.0
H -0.6749 1.0914 -6.6138 0.0 0.0 0.0
H 1.0286 0.5293 -3.1097 -0.1 0.0 0.0
H 2.0127 0.8912 -4.5333 0.0 0.1 0.0
H 2.2311 2.4616 -2.5931 0.0 0.0 0.0
H 1.0735 4.0513 -4.9180 0.0 0.0 0.0
H 2.3602 4.5027 -3.8178 0.0 0.0 0.0
H 2.6437 3.2425 -5.0214 0.0 0.0 0.0
H 0.0196 2.5114 -1.8434 0.0 0.0 0.0
H -0.5263 3.1282 -3.2198 0.0 0.0 0.0
C 7.3481 5.2557 -2.8868 0.0 0.1 -0.1
O 6.0226 4.8171 -3.1094 0.0 0.1 0.1
C 5.8150 3.4243 -3.0185 -0.1 -0.1 -0.1
C 5.6623 2.8852 -1.5931 0.1 0.1 0.1
C 6.9790 2.7929 -0.8275 0.0 0.0 0.0
N 4.6970 3.6486 -0.7967 -0.1 0.0 -0.1
H 8.0740 4.5355 -3.2765 0.0 0.0 0.0
H 7.5523 5.4308 -1.8276 0.0 0.0 0.0
H 7.4700 6.1984 -3.4186 0.0 0.0 0.0
H 4.8796 3.2414 -3.5548 0.0 0.0 0.0
H 6.6099 2.8874 -3.5540 0.0 0.0 0.1
H 5.2694 1.8678 -1.6954 0.0 0.0 0.0
H 7.2955 3.7676 -0.4563 0.0 0.0 0.0
H 6.8657 2.1422 0.0364 0.0 0.0 0.1
H 7.7758 2.3887 -1.4542 0.0 0.0 0.0
H 3.7801 3.6119 -1.2337 0.0 0.0 0.0
H 4.9615 4.6289 -0.8376 0.0 0.0 0.1
```
Forces are in eV/Å.